[1]
DFT (ωB97M-V/def2-TZVPD) results for C46H41Cl5IN2OPSSiTi as an isolated structure.

Properties
Spin multiplicity: 3
Kohn-Sham gap (alpha / beta) (eV): 5.5741 / 6.9483
<S²>: 2.03
E_HOMO (alpha / beta) (eV): -5.884 / -7.262

```
100
C46H41Cl5IN2OPSSiTi | OMol25 | ωB97M-V/def2-TZVPD
H -3.44 -0.32 -2.81
C -2.76 3.34 -1.24
C 1.18 -0.79 -3.11
C -1.28 -0.23 4.31
C 0.94 -5.14 -1.41
N -3.77 2.97 -2.03
P 1.78 0.55 -0.69
C 6.26 1.55 -0.10
C -1.85 3.40 2.96
C 3.17 -2.69 -2.78
C 1.00 -4.25 -0.35
Cl -4.01 4.67 3.97
H -3.58 -4.47 5.62
C -1.50 -1.17 3.15
C 6.24 1.27 2.31
H -3.60 2.13 -2.57
H -4.21 -2.09 -1.18
S -1.27 2.60 -1.41
C 1.42 -1.72 -4.10
Cl -4.25 0.66 0.36
H -3.59 -2.17 0.45
Si -1.78 -1.28 -1.15
H 1.96 5.42 -0.65
H 3.92 -3.45 -2.63
H 0.30 -2.39 0.44
Ti -0.63 0.17 0.60
H -2.17 4.57 0.24
C 1.76 2.17 -1.60
C -5.08 3.55 -2.07
H -1.86 0.38 -3.08
I 1.94 -1.02 2.25
C -3.24 3.51 2.96
C -0.59 -2.79 -1.45
C -2.05 -2.48 3.33
H -2.22 -1.23 -3.68
C 3.58 0.72 -0.27
C -3.35 1.72 1.36
C 4.40 0.21 3.40
C 2.97 -1.72 -1.81
C -2.62 -2.90 4.55
H 7.23 1.68 2.32
C -1.96 1.60 1.30
H -5.72 3.17 -1.27
C 1.88 4.56 -1.30
H -2.64 -2.23 5.39
H -2.23 0.15 4.68
H 2.03 3.16 0.29
C -3.16 -4.16 4.67
C -2.03 -3.40 2.26
H 0.82 -1.71 -5.00
H -5.02 4.64 -2.01
H -3.85 4.65 -0.11
H 6.21 1.61 -2.23
C 5.57 1.20 1.07
C 4.23 0.69 1.00
C 2.00 -0.74 -1.98
C 2.42 -2.67 -3.94
C -2.58 -4.65 2.39
H 1.52 -6.06 -1.38
H 2.59 -3.40 -4.72
C -4.00 2.66 2.15
H 1.76 5.74 -3.09
H -1.55 -3.10 1.34
H -5.54 3.31 -3.03
H 3.86 0.99 -2.37
H 6.19 0.82 4.40
H -3.61 -6.01 3.69
H 1.59 1.52 -3.64
H 0.11 -5.52 -3.34
C 5.66 0.80 3.46
H -1.26 -3.48 -3.36
C -3.33 -2.33 -0.59
H 1.59 3.78 -4.56
Cl -0.89 4.41 3.98
N -2.93 4.38 -0.40
H -2.54 -5.34 1.56
C -1.26 2.46 2.13
C -0.62 -3.69 -2.51
C 1.89 3.29 -0.77
H 1.63 -4.47 0.51
Cl 0.45 2.22 2.08
C -3.16 -5.03 3.59
H -3.13 -3.39 -0.72
H 3.59 -1.73 -0.93
C 1.76 4.75 -2.67
H 7.27 1.91 -0.01
C 1.66 3.64 -3.49
O -1.14 -0.77 1.97
H 0.36 -0.09 -3.21
Cl -5.71 2.80 2.13
C 0.26 -3.09 -0.39
H 3.96 -0.24 4.28
C 0.14 -4.84 -2.50
C 3.71 0.17 2.20
C -2.38 -0.55 -2.85
C 1.65 2.36 -2.97
H -0.69 0.62 3.97
C 4.33 1.03 -1.40
C 5.66 1.41 -1.33
H -0.76 -0.73 5.12
```

***

[2]
DFT (ωB97M-V/def2-TZVPD) results for C46H41F2PSb2Tl as an isolated structure.

Properties
Net charge: -1
Spin multiplicity: 1
Kohn-Sham gap (eV): 5.8840
E_HOMO (eV): -3.533

```
93
C46H41F2PSb2Tl | OMol25 | ωB97M-V/def2-TZVPD
H 22.58 11.76 9.28
C 20.65 12.99 10.84
C 11.55 10.17 7.68
F 18.02 16.32 5.89
H 9.27 20.57 6.58
C 8.30 16.88 6.67
H 16.39 9.49 8.04
H 10.75 8.42 6.73
H 14.28 8.18 11.13
H 13.83 12.13 6.41
Tl 17.17 15.22 9.04
C 23.76 13.31 6.49
C 7.76 19.11 5.95
C 14.72 9.08 10.76
H 6.45 17.52 5.65
C 9.82 18.65 7.08
C 12.23 17.44 9.92
C 15.77 11.64 9.77
C 20.31 11.71 11.28
C 20.84 11.14 12.43
C 13.27 18.26 10.40
H 15.98 12.10 7.60
C 23.78 12.55 7.66
H 9.90 12.60 9.37
C 12.34 16.80 8.69
C 14.48 18.37 9.67
C 9.54 17.26 7.12
Sb 10.66 15.66 8.09
H 15.34 18.97 10.02
C 14.35 11.26 9.53
C 9.23 9.56 7.87
H 12.53 9.87 7.29
Sb 12.88 12.76 8.87
C 7.45 17.75 6.00
H 11.46 12.83 5.87
H 24.61 13.32 5.71
H 11.39 17.30 10.66
C 10.53 9.31 7.37
H 19.66 11.12 10.67
H 22.65 13.69 13.49
H 21.70 14.79 11.47
H 22.71 14.53 5.17
C 16.59 11.80 8.46
C 13.91 10.11 10.04
H 8.06 10.96 8.98
H 10.75 19.00 7.55
C 18.92 12.38 8.74
H 12.90 9.76 9.78
C 13.43 13.09 6.76
H 13.68 16.41 7.09
C 13.58 16.90 8.02
H 22.07 11.40 14.19
C 18.44 9.98 8.28
H 20.61 10.10 12.61
F 16.57 14.71 5.97
H 20.32 10.87 8.05
C 16.68 10.44 10.15
C 19.31 11.01 8.43
C 21.49 13.73 11.64
H 16.68 8.66 11.42
H 7.98 15.82 6.77
C 17.69 15.22 6.65
H 12.66 13.75 4.93
H 8.52 8.78 7.76
C 17.64 12.81 8.68
C 16.06 9.29 10.85
C 11.59 14.99 6.24
P 20.11 13.64 9.24
H 7.15 19.79 5.48
H 10.74 15.10 5.48
C 22.61 12.48 8.44
C 22.64 14.07 6.10
H 20.81 14.89 6.93
H 17.58 10.81 10.70
H 18.49 14.47 6.41
H 15.83 12.45 10.45
C 8.99 10.76 8.55
H 14.25 13.78 6.79
C 21.67 11.88 13.26
H 18.75 8.92 7.97
C 11.34 11.37 8.42
H 13.23 18.77 11.34
C 17.03 10.24 8.58
C 12.24 13.60 5.94
C 21.55 13.32 8.19
H 12.22 15.88 5.93
C 21.62 14.22 7.06
C 21.95 13.18 12.88
C 8.95 19.56 6.54
C 10.06 11.68 8.82
H 24.70 12.03 7.94
C 14.62 17.63 8.50
H 15.53 17.68 7.89
```

***

[3]
DFT (ωB97M-V/def2-TZVPD) results for C46H41IrN3PS2Te as an isolated structure.

Properties
Energy above the lowest of the compared OMol25 structures with the same formula, charge and spin (kJ/mol): 0.0
Spin multiplicity: 5
Kohn-Sham gap (alpha / beta) (eV): 6.2183 / 6.1641
<S²>: 6.06
E_HOMO (alpha / beta) (eV): -5.837 / -7.206

```
95
C46H41IrN3PS2Te | OMol25 | ωB97M-V/def2-TZVPD
H 11.52 11.55 5.25
C 11.28 11.29 6.28
H 11.82 12.11 13.72
C 9.73 17.08 7.19
H 12.67 19.25 8.13
N 14.07 18.21 9.31
C 8.39 18.56 8.50
C 16.49 10.91 11.74
H 9.17 9.37 8.12
H 15.99 21.43 9.61
C 17.50 12.67 8.07
C 13.80 16.86 9.26
N 12.49 12.05 9.72
H 15.09 14.73 14.35
H 15.33 17.88 11.88
C 15.64 19.56 10.62
C 17.03 8.57 11.53
C 10.05 17.08 9.70
H 17.52 10.17 8.61
H 17.02 12.01 7.34
C 17.35 8.76 10.20
C 15.91 20.92 10.56
C 12.13 11.89 11.02
H 16.04 21.61 13.87
H 9.42 17.17 5.09
C 13.46 13.38 14.20
H 15.62 14.71 11.99
H 17.50 15.47 9.33
C 10.27 10.42 6.57
H 9.93 16.00 9.84
C 10.31 10.49 10.31
H 20.70 13.41 12.40
C 14.80 14.10 12.33
C 18.83 13.19 11.39
N 11.48 17.36 9.71
Te 14.27 11.89 7.09
H 9.47 9.87 10.59
C 15.68 19.67 13.02
C 8.16 18.55 6.12
C 16.62 9.65 12.31
C 9.36 17.57 8.44
H 16.21 22.74 11.69
H 10.95 19.37 9.87
H 9.71 9.96 5.76
H 12.10 18.82 11.10
C 10.65 10.70 8.97
C 17.88 13.74 10.53
C 13.00 19.18 9.17
H 7.69 18.94 5.23
C 12.09 11.95 7.32
C 15.41 18.75 9.36
C 9.94 10.09 7.89
C 9.14 17.56 6.04
H 10.74 10.95 12.36
C 17.26 10.03 9.64
C 12.97 12.63 11.97
C 14.52 14.11 13.68
C 14.06 13.34 11.44
C 11.75 11.54 8.71
C 7.79 19.04 7.36
C 11.83 18.74 10.03
C 16.81 11.10 10.41
H 16.16 11.73 12.36
H 21.12 15.68 11.53
H 7.04 19.82 7.45
C 20.22 15.16 11.26
Ir 14.27 13.21 9.41
H 10.48 16.29 7.13
H 11.97 13.04 7.26
H 15.59 19.38 8.49
C 16.03 21.67 11.73
C 15.93 21.04 12.95
H 16.38 9.51 13.35
H 17.10 7.57 11.98
H 16.11 17.91 9.30
S 12.01 14.80 9.13
C 18.16 15.02 10.03
C 19.98 13.88 11.74
H 13.35 20.16 9.46
H 18.69 12.17 11.78
H 15.59 19.22 14.00
H 9.61 17.55 10.58
H 8.11 18.96 9.47
C 15.53 18.94 11.86
C 11.04 11.10 11.33
H 13.24 13.41 15.26
H 17.49 13.68 7.67
S 15.06 15.70 9.02
P 16.58 12.72 9.64
C 19.30 15.71 10.40
H 19.49 16.70 9.98
C 12.67 12.64 13.33
H 17.67 7.92 9.59
C 12.43 16.45 9.39
H 18.53 12.36 8.24
```

***

[4]
DFT (ωB97M-V/def2-TZVPD) results for C46H42AsF9IrNO2S2 as an isolated structure.

Properties
Net charge: +1
Energy above the lowest of the compared OMol25 structures with the same formula, charge and spin (kJ/mol): 154.6
Spin multiplicity: 2
Kohn-Sham gap (alpha / beta) (eV): 6.9842 / 6.1177
<S²>: 0.76
E_HOMO (alpha / beta) (eV): -10.271 / -10.291

```
104
C46H42AsF9IrNO2S2 | OMol25 | ωB97M-V/def2-TZVPD
C -0.72 0.76 1.85
H 0.96 5.14 -2.81
H -3.77 2.87 -4.48
H -0.37 0.56 4.55
C 1.68 3.44 3.01
C 3.31 -0.51 1.30
H 4.27 -1.66 -5.73
H 2.24 4.26 2.58
H -3.02 -2.51 5.12
H 3.49 0.68 -5.75
H 5.04 0.76 -1.34
C -5.83 -0.66 0.96
H 3.52 2.58 0.55
H -0.37 0.02 -2.69
C 2.11 2.47 -1.08
F 1.12 -4.04 -2.51
H 6.94 0.15 0.13
H -2.60 -3.89 3.03
C -2.36 2.99 -1.45
C -3.29 0.27 1.72
H 0.73 2.72 -2.72
C 0.91 2.62 2.20
C 2.72 0.61 -3.76
C -0.03 -3.38 3.52
C -1.59 2.21 -0.61
C 2.97 -1.51 -2.61
H 0.74 -4.29 1.74
C 5.92 -0.03 0.45
H -6.80 -1.03 0.67
H -6.54 0.33 2.73
C 5.67 -0.61 1.70
H -1.52 2.45 0.44
H -2.61 -0.73 -0.06
H 3.75 5.02 0.44
C 4.86 0.32 -0.37
H -1.72 1.30 -4.29
S -1.07 -2.06 2.89
H 4.20 -1.32 3.09
H 2.34 3.85 5.02
N -0.89 1.15 -1.04
C -3.29 3.50 -3.74
H -4.49 -2.66 4.17
F 0.66 -2.53 -3.97
H -2.90 3.82 -1.03
As 2.00 0.53 -0.93
C 2.36 5.24 -1.18
H 6.49 -0.89 2.34
F -2.35 -3.33 -0.37
H -4.05 4.07 -3.21
H -0.53 -3.63 4.46
F -2.90 -3.06 -3.40
H 0.78 -5.31 3.18
C 0.12 -3.43 -3.15
C 3.78 -1.25 -4.86
C 0.98 2.18 4.93
F -1.63 -1.44 -4.00
C -0.85 -2.73 -2.13
C -2.02 0.82 2.21
H -3.18 -2.54 2.03
O -0.15 -1.75 -1.49
C -1.71 1.60 -3.25
H -0.74 -5.06 2.32
C -4.71 -0.95 0.18
F -0.45 -4.35 -0.43
H 3.93 -3.06 -3.72
C 3.60 -2.04 -3.73
C 2.96 3.13 -0.19
C -2.72 -2.81 2.98
C -3.46 -0.49 0.56
H -2.18 1.44 3.08
Ir -0.03 -0.41 0.29
C 3.56 0.09 0.07
H -4.82 -1.54 -0.72
H -4.32 1.15 3.38
H 2.45 6.32 -1.22
H -3.56 -1.17 4.11
C 3.34 0.06 -4.88
C 4.38 -0.86 2.13
C -4.43 0.56 2.48
F -0.51 -4.33 -3.90
H -2.65 4.21 -4.28
C 1.52 4.58 -2.07
C 0.17 1.58 2.74
F -2.76 -1.30 -2.18
C 0.19 -4.58 2.63
F -1.99 -4.86 -1.82
C 1.73 3.21 4.38
H 1.01 2.00 6.00
C -2.05 -2.15 -2.95
C -0.95 0.87 -2.36
H 0.91 -2.89 3.76
C -5.68 0.10 2.12
C 2.54 -0.19 -2.63
C -3.49 -2.25 4.17
H 2.83 -2.13 -1.73
S 1.68 -0.80 1.85
C 3.08 4.51 -0.25
C 1.40 3.20 -2.02
H 2.41 1.64 -3.77
O -0.88 -1.99 1.33
C 0.20 1.38 4.12
C -1.42 -3.84 -1.18
H 0.88 2.81 1.14
C -2.46 2.69 -2.80
```

***

[5]
DFT (ωB97M-V/def2-TZVPD) results for C46H42Br2N7OPt as an isolated structure.

Properties
Net charge: +1
Energy above the lowest of the compared OMol25 structures with the same formula, charge and spin (kJ/mol): 296.2
Spin multiplicity: 5
Kohn-Sham gap (alpha / beta) (eV): 4.3031 / 3.7039
<S²>: 6.14
E_HOMO (alpha / beta) (eV): -7.525 / -9.418

```
99
C46H42Br2N7OPt | OMol25 | ωB97M-V/def2-TZVPD
C -4.06 3.83 -3.04
H 2.85 1.32 5.45
H 1.22 -4.03 -3.45
C -1.27 0.91 1.54
C 1.82 -0.09 3.18
C 0.80 -4.82 -0.72
C 1.01 -1.95 -0.03
H 1.99 0.99 2.82
C 1.32 4.17 -2.61
C 5.28 -0.52 -0.77
C -0.49 -4.01 -0.44
H 0.91 -4.51 5.23
H -0.20 -3.04 1.54
H 2.51 4.25 -4.36
N 3.00 2.63 -2.21
C -3.53 3.65 -0.40
H 1.89 -4.84 3.82
C -4.59 -1.43 0.43
N 3.42 1.00 -0.55
H 5.77 -1.48 -0.42
H -4.01 -2.29 -1.94
C -2.09 0.92 3.90
H 2.73 -3.24 0.51
H -1.16 6.46 -4.45
H 2.84 -4.48 -1.49
H -1.39 -4.16 -2.46
C -3.07 -0.06 3.60
C 1.65 -1.15 2.22
N -1.43 3.00 -0.84
H -5.46 -2.01 0.06
C 1.79 -0.33 4.54
H -2.82 -1.20 -2.47
C -0.22 3.33 -1.09
H 0.89 5.62 -5.59
H 2.69 -4.21 5.31
C 1.78 -4.16 4.66
C 1.80 0.85 5.46
H 1.19 -0.66 -1.74
Br -4.02 -0.92 4.89
C 2.24 -2.83 -0.40
C 3.74 1.67 -1.72
H 6.09 -0.51 -2.79
H 1.10 1.61 5.06
C 5.55 0.04 -2.04
H -1.90 -2.85 -1.45
C 0.43 -1.36 -1.34
H -4.47 -0.63 -2.39
H -5.79 4.93 -2.59
C 1.34 -3.29 -2.62
O -0.44 1.29 0.63
H -5.56 4.51 -0.02
H -0.48 -0.78 -1.13
C 0.05 -2.52 -2.34
H 5.23 1.83 -3.25
H 1.66 0.60 6.50
C 1.71 -2.71 4.18
N -2.93 3.20 -2.65
C -4.94 4.43 -2.17
C -3.74 -1.25 -1.90
H -1.23 -4.59 0.11
H 2.16 -2.58 -2.99
C 1.65 -2.47 2.81
H 1.06 -5.40 0.15
C 0.05 4.44 -2.04
Br -0.22 3.03 3.34
C -4.73 4.26 -0.76
Pt 1.53 1.07 0.20
H -2.20 1.45 4.81
H -1.81 5.71 -2.25
H -0.34 -2.05 -3.31
C -2.62 3.29 -1.34
C 4.30 0.13 0.01
H 0.52 -5.59 -1.49
N 1.02 2.69 -0.84
C -4.46 -1.13 1.76
H 1.65 -3.36 2.24
C 1.73 -1.63 5.10
N -2.51 -0.27 -0.08
C 4.90 1.21 -2.43
H -5.16 -1.50 2.52
C 0.68 5.34 -4.56
C 1.89 -3.95 -1.34
H 3.00 -2.16 -0.87
N 1.38 -0.84 0.94
C -3.31 -0.35 2.23
H 1.72 -1.78 6.19
C 1.61 4.54 -3.89
C -2.37 0.04 1.21
C -3.56 -0.95 -0.44
H -1.11 -2.10 0.47
C -0.23 -2.77 0.48
H -4.21 3.94 -4.11
H 4.04 -0.19 1.04
C -1.03 -3.42 -1.74
C -0.81 5.34 -2.64
C -0.49 5.77 -3.95
H -3.36 3.44 0.67
C 1.91 3.22 -1.81
C -1.26 1.45 2.92
```